Molecular formula: C3H22NO8S
Method: DFT, ωB97M-V with the def2-TZVPD basis set

Positions of all 35 atoms, in Å:
1 H 1.636 -0.808 1.600
2 C -0.381 -0.329 -0.302
3 O 2.401 -0.488 -0.265
4 S -2.707 -0.294 -1.848
5 H 2.127 0.371 -1.507
6 H -0.442 -1.267 2.362
7 H -0.231 -1.359 -0.002
8 C 1.755 -0.009 0.855
9 H -1.130 2.977 1.099
10 H -1.970 1.101 -0.040
11 H 2.333 0.812 1.307
12 H 0.461 1.449 0.183
13 O -1.053 3.474 0.254
14 H -0.439 2.782 -1.412
15 H -0.509 1.202 2.076
16 O 1.985 0.988 -2.310
17 H 0.000 -0.293 -1.319
18 O -0.086 -3.849 0.702
19 H -0.800 -3.823 0.046
20 H 2.781 1.524 -2.359
21 N 0.402 0.523 0.594
22 H 2.146 -1.804 -0.486
23 H 1.834 -2.921 -1.620
24 H -1.946 1.186 2.651
25 H 0.424 1.924 -2.374
26 O 1.942 -2.859 -0.661
27 O -1.204 1.773 2.490
28 O -0.402 2.466 -2.324
29 H 0.708 -3.475 0.218
30 H -0.593 -2.747 2.058
31 C -1.860 0.047 -0.279
32 H -2.397 -0.531 0.473
33 H -1.947 3.815 0.071
34 O -0.887 -2.057 2.694
35 H -1.952 0.502 -2.624

The charge is -1. For the frontier orbital gap, the calculation gives 8.707 eV. The highest occupied orbital energy comes out at -5.7 eV. The relative energy (zero: lowest compared OMol25 entry of this formula, charge and spin) comes out at 0.00 kJ/mol.